A structure of composition C5H11N4S in a non-equilibrium geometry, computed with ωB97M-V with the def2-TZVPD basis set.

Values from the calculation:
2S+1: 1
Molecular weight in Da: 159.238
Net charge: +1
LUMO level (alpha / beta) in eV: -4.9 / -4.0
HOMO-LUMO gap (alpha / beta) in Ha: 0.276 / 0.309
Relative energy (zero: lowest compared OMol25 entry of this formula, charge and spin) in eV: 4.960

Cartesian coordinates (Å):
1 H -0.1855 4.0836 2.5840
2 H -2.9193 -0.5839 1.4833
3 C -2.4877 0.3792 1.3894
4 N -0.6084 1.7462 1.0916
5 H -0.5675 -2.2287 -1.7926
6 H -1.7358 4.4647 2.5403
7 H 1.6831 0.1231 0.7252
8 H 1.0790 -2.6406 -1.7482
9 C -1.0711 3.9516 1.9027
10 N 2.0328 -3.4241 -2.8029
11 C -1.2446 0.6246 0.9280
12 N 0.3475 -1.9609 -1.3067
13 H -0.9212 4.5450 0.9529
14 N 1.6970 -0.4694 -0.0379
15 C 0.5676 -0.9490 -0.5274
16 H 1.7068 -3.0366 -3.7149
17 S -2.9594 1.8641 2.0809
18 C -1.4296 2.5372 1.7426
19 H 3.1165 -3.7151 -2.7285
20 H 1.4777 -4.2444 -2.5457
21 H 2.4220 -1.0666 -0.2159

Per-atom Löwdin charges, elementary charge units: H 0.109; H 0.065; C -0.382; N 0.053; H 0.162; H 0.052; H 0.080; H 0.044; C -0.082; N -0.019; C -0.172; N 0.106; H 0.117; N 0.183; C -0.124; H 0.073; S 1.116; C -0.652; H 0.136; H 0.047; H 0.087



A cluster of 2 separate species, C5H11N5 in total in a non-equilibrium geometry, computed with ωB97M-V with the def2-TZVPD basis set.

Values from the calculation:
2S+1: 1
Molecular weight in Da: 141.178
Net charge: +2
LUMO level (alpha / beta) in eV: -8.3 / -7.8
HOMO-LUMO gap (alpha / beta) in Ha: 0.229 / 0.257
Relative energy (zero: lowest compared OMol25 entry of this formula, charge and spin) in eV: 5.663

Cartesian coordinates (Å):
1 H 3.7959 0.4371 1.0495
2 H -0.3943 -1.7487 1.2879
3 H 4.0050 0.5178 -0.6144
4 N -4.1848 0.9194 0.3218
5 H 2.0102 1.7620 -1.3448
6 H -6.2053 0.7406 -0.0409
7 N 3.5064 0.0084 0.1401
8 H 2.0623 2.1222 0.4026
9 H 1.8783 -1.3085 1.4581
10 N -2.0958 -0.9884 -0.4990
11 H -0.4763 -0.1779 -1.3761
12 C 1.3347 -0.7899 0.6787
13 C -3.2826 -1.0705 -0.4121
14 H -4.0106 -1.8067 -0.6665
15 N -5.2905 1.0961 0.2319
16 C 0.0234 -1.0860 0.5440
17 H 0.5893 1.5019 -0.3261
18 C -0.8617 -0.6648 -0.4892
19 C 1.6720 1.4399 -0.3598
20 H 3.8350 -0.9746 0.1279
21 N 2.0893 0.0704 -0.1136

Per-atom Löwdin charges, elementary charge units: H 0.204; H 0.129; H 0.201; N 0.199; H 0.110; H 0.176; N 0.235; H 0.110; H 0.133; N 0.048; H 0.143; C -0.078; C 0.121; H 0.098; N 0.200; C -0.038; H 0.092; C -0.089; C -0.013; H 0.201; N -0.182



The ion C5H11N6O4 with charge +1 in a non-equilibrium geometry, computed with ωB97M-V with the def2-TZVPD basis set.

Values from the calculation:
2S+1: 1
Molecular weight in Da: 219.181
Net charge: +1
LUMO level (alpha / beta) in eV: -3.9 / -3.9
HOMO-LUMO gap (alpha / beta) in Ha: 0.295 / 0.295
SMILES string: O=[N+]([O-])/C(NC[N@@H+]1CN=CNC1)=[N+](\[O-])O
Relative energy (zero: lowest compared OMol25 entry of this formula, charge and spin) in eV: 1.828

Cartesian coordinates (Å):
1 C -0.5855 0.6576 -1.5852
2 O 4.2397 -0.6523 -1.6926
3 H -1.3065 0.7772 1.6142
4 N -0.9786 1.2756 -0.3626
5 H 1.2043 -2.0007 -0.3621
6 H -0.1650 -1.4356 1.5415
7 C 0.2452 -1.4009 -0.7188
8 H 1.1833 0.2739 2.1697
9 H 1.6317 3.0761 -2.5732
10 C 2.3557 0.5130 -0.8649
11 H 1.5802 1.7766 0.7276
12 H -0.8638 1.2126 -2.4433
13 H -2.1660 -0.3012 0.4780
14 H 1.9260 -0.9170 1.2468
15 N -0.0469 -0.7467 0.7826
16 C -1.2181 0.1745 0.7045
17 N 1.8717 0.8232 0.3917
18 H -0.6856 -2.0786 -0.9444
19 N 0.1394 -0.3859 -1.6877
20 N 2.3252 1.3760 -1.9092
21 O 2.9621 1.1001 -2.9226
22 C 1.2348 -0.1351 1.2165
23 H -1.8877 1.7069 -0.6419
24 O 1.7796 2.6506 -1.5681
25 O 3.1130 -1.5868 -0.1427
26 N 3.3344 -0.6971 -0.9201

Per-atom Löwdin charges, elementary charge units: C -0.198; O 0.172; H 0.136; N 0.045; H 0.155; H 0.195; C -0.055; H 0.136; H 0.236; C -0.156; H 0.178; H 0.126; H 0.137; H 0.095; N -0.020; C -0.072; N 0.086; H 0.171; N 0.052; N -0.249; O 0.059; C -0.168; H 0.145; O 0.039; O 0.041; N -0.284



A cluster of 2 separate species, C5H11NO in total in a non-equilibrium geometry, computed with ωB97M-V with the def2-TZVPD basis set.

Values from the calculation:
2S+1: 2
Molecular weight in Da: 101.149
Net charge: -1
LUMO level (alpha / beta) in eV: 3.4 / 3.5
HOMO-LUMO gap (alpha / beta) in Ha: 0.078 / 0.344
Relative energy (zero: lowest compared OMol25 entry of this formula, charge and spin) in eV: 2.241

Cartesian coordinates (Å):
1 C 1.0792 1.1744 -0.3857
2 H -2.2472 -4.7326 -4.7962
3 H 1.9062 1.0495 1.4593
4 C -1.0633 0.0265 1.8053
5 H -0.1014 2.5646 3.0523
6 H -1.7354 2.2562 2.6405
7 H -0.6553 -0.8425 1.2861
8 N -0.7719 2.3269 2.3484
9 H 3.1472 0.7694 -0.2054
10 H 2.4687 0.1475 -1.6326
11 C 0.9572 1.1615 0.9523
12 C 2.4395 1.0337 -0.9865
13 H 0.2764 1.3716 -1.0801
14 H -1.8723 -0.1883 2.4826
15 H -1.5254 -4.9850 -3.3453
16 H 2.6034 1.8836 -1.6538
17 C -0.2852 1.1085 1.7047
18 O -1.9450 -5.3742 -4.1287

Per-atom Löwdin charges, elementary charge units: C -0.205; H -0.020; H 0.094; C -0.093; H 0.049; H 0.050; H 0.011; N 0.041; H 0.060; H 0.049; C -0.134; C -0.185; H 0.087; H 0.033; H -0.057; H 0.063; C -0.435; O -0.408



A cluster of 2 separate species, C5H11NO in total in a non-equilibrium geometry, computed with ωB97M-V with the def2-TZVPD basis set.

Values from the calculation:
2S+1: 2
Molecular weight in Da: 101.149
Net charge: -1
LUMO level (alpha / beta) in eV: 4.1 / 3.3
HOMO-LUMO gap (alpha / beta) in Ha: 0.209 / 0.174
Relative energy (zero: lowest compared OMol25 entry of this formula, charge and spin) in eV: 4.043

Cartesian coordinates (Å):
1 C 1.8427 0.0348 0.5356
2 H -3.1132 1.6139 -0.5665
3 H -2.7888 0.5674 -1.9573
4 O 2.7584 0.7803 0.1238
5 C -0.5014 -0.4104 -0.0905
6 H 0.3691 1.6101 0.1650
7 H 1.8365 -0.8105 -1.7450
8 H 0.8972 -1.7288 0.6704
9 H -0.6137 -2.6953 -0.0046
10 H 0.1508 0.6510 1.5419
11 C -2.3344 1.0162 -1.0516
12 N -1.9571 0.0116 0.0200
13 C -0.2043 -1.7718 0.6361
14 H 2.0835 -1.5271 -1.7054
15 H -1.4895 1.7416 -1.3483
16 C 0.4221 0.5482 0.5441
17 H -0.3012 -0.4422 -1.1527
18 H -0.7463 -1.8062 1.5304

Per-atom Löwdin charges, elementary charge units: C -0.174; H 0.018; H 0.019; O -0.041; C -0.566; H 0.124; H 0.044; H 0.011; H 0.100; H 0.083; C -0.316; N -0.192; C -0.104; H 0.065; H 0.047; C -0.229; H 0.082; H 0.028



A cluster of 2 separate species, C5H11NO in total in a non-equilibrium geometry, computed with ωB97M-V with the def2-TZVPD basis set.

Values from the calculation:
2S+1: 2
Molecular weight in Da: 101.149
Net charge: -1
LUMO level (alpha / beta) in eV: 3.3 / 3.3
HOMO-LUMO gap (alpha / beta) in Ha: 0.084 / 0.281
Relative energy (zero: lowest compared OMol25 entry of this formula, charge and spin) in eV: 1.892

Cartesian coordinates (Å):
1 H 1.6397 4.2741 0.3545
2 H -0.5718 -3.0720 0.5186
3 C 0.6934 1.1447 1.3304
4 C 1.0961 3.5656 1.0054
5 H 1.9149 1.8341 -0.2015
6 C -0.0065 -1.1877 1.0239
7 H -0.0008 1.4295 2.1223
8 O -3.5782 -3.6003 -4.8971
9 C 1.3576 2.1406 0.6998
10 H 2.0069 -0.4998 0.8879
11 H 1.4179 3.9884 1.9571
12 C 0.9755 -0.2526 1.0604
13 N 0.2153 -2.4408 0.5396
14 H 0.0547 3.9064 0.8459
15 H -0.9822 -0.7653 1.2357
16 H 1.0766 -2.8329 0.2140
17 H -4.4223 -3.8151 -4.4661
18 H -2.8870 -3.8169 -4.2308

Per-atom Löwdin charges, elementary charge units: H 0.058; H -0.040; C -0.172; C -0.164; H 0.100; C -0.362; H 0.104; O -0.382; C -0.203; H 0.082; H 0.057; C -0.183; N -0.010; H 0.071; H 0.087; H 0.041; H -0.021; H -0.061



A cluster of 2 separate species, C5H11NO in total in a non-equilibrium geometry, computed with ωB97M-V with the def2-TZVPD basis set.

Values from the calculation:
2S+1: 2
Molecular weight in Da: 101.149
Net charge: -1
LUMO level (alpha / beta) in eV: 3.9 / 3.7
HOMO-LUMO gap (alpha / beta) in Ha: 0.147 / 0.227
Relative energy (zero: lowest compared OMol25 entry of this formula, charge and spin) in eV: 3.142

Cartesian coordinates (Å):
1 H 1.7516 0.0848 -2.4791
2 H -3.1962 -0.0384 -1.5160
3 H -0.7107 -0.7468 -1.6089
4 C -0.5630 -0.0562 0.5547
5 H -2.3374 -0.3845 1.7320
6 H 1.1907 -0.6787 -0.2330
7 C -1.2137 -0.1276 -0.8086
8 H -0.9084 0.2315 2.7349
9 H -2.2882 1.5909 -0.6849
10 C 1.6813 0.2966 1.5757
11 O 2.1841 -0.7429 -2.6943
12 C -1.2754 -0.0503 1.7158
13 C -2.3430 0.5677 -1.1278
14 H 2.3856 1.0550 1.0732
15 H 1.4559 -1.1851 -3.2641
16 N 0.7618 -0.3746 0.5848
17 H 2.3381 -0.3763 2.1619
18 H 1.0868 0.9349 2.2838

Per-atom Löwdin charges, elementary charge units: H 0.005; H -0.003; H 0.047; C -0.481; H 0.020; H 0.047; C -0.304; H 0.004; H 0.014; C -0.117; O -0.123; C -0.078; C -0.204; H 0.068; H 0.075; N -0.080; H 0.051; H 0.060



A cluster of 2 separate species, C5H11NO in total in a non-equilibrium geometry, computed with ωB97M-V with the def2-TZVPD basis set.

Values from the calculation:
2S+1: 1
Molecular weight in Da: 101.149
LUMO level in eV: 0.9
HOMO-LUMO gap in Ha: 0.303
SMILES string: C/C=C/C=C/N.O
Relative energy (zero: lowest compared OMol25 entry of this formula, charge and spin) in eV: 2.255

Cartesian coordinates (Å):
1 H 0.3523 -3.4468 0.8451
2 O -1.8834 0.7787 -3.4187
3 H -1.2339 1.3079 -0.2498
4 H 1.2138 3.0627 -0.6068
5 C 0.6304 0.8806 0.4690
6 H -0.4802 -2.7529 2.1484
7 C 0.5187 -2.7586 1.6996
8 H -2.6801 0.8054 -2.8804
9 H 2.0644 -1.4308 0.9631
10 N 0.2499 2.8458 -0.8097
11 H -0.3858 3.6235 -0.8242
12 H -0.8934 -0.6681 0.7598
13 C 0.9876 -1.4645 1.1483
14 C -0.2207 1.6791 -0.2149
15 H 1.5893 1.1787 0.8776
16 H -1.2645 0.1646 -2.9980
17 C 0.1754 -0.4471 0.8482
18 H 1.2602 -3.3584 2.2433

Per-atom Löwdin charges, elementary charge units: H 0.074; O -0.067; H 0.104; H 0.085; C -0.137; H 0.073; C -0.134; H 0.028; H 0.104; N 0.049; H 0.078; H 0.110; C -0.193; C -0.212; H 0.105; H 0.034; C -0.169; H 0.070



A cluster of 2 separate species, C5H11NO in total in a non-equilibrium geometry, computed with ωB97M-V with the def2-TZVPD basis set.

Values from the calculation:
2S+1: 1
Molecular weight in Da: 101.149
LUMO level in eV: 1.0
HOMO-LUMO gap in Ha: 0.340
SMILES string: C=C(N)/C=C/C.O
Relative energy (zero: lowest compared OMol25 entry of this formula, charge and spin) in eV: 2.046

Cartesian coordinates (Å):
1 H 2.1036 -1.5725 -0.6222
2 H 0.8994 1.0359 0.2706
3 C -1.0177 0.2670 0.2468
4 C -0.2470 2.0322 1.8485
5 H -0.0657 1.5803 2.8221
6 H -0.7117 0.6392 -2.4270
7 H -1.2791 2.3573 1.9429
8 H 0.4037 2.9016 1.7557
9 C -0.5380 -0.3743 -2.1082
10 C -0.0741 1.0650 0.7329
11 N -0.6292 -2.0238 -0.3543
12 H -0.3651 -1.0266 -2.9497
13 H -0.2368 -2.7784 -0.8845
14 C -0.7084 -0.7237 -0.8346
15 H -1.1254 -2.2643 0.4838
16 H -2.0830 0.4079 0.4219
17 H 2.7938 -0.2830 -0.1979
18 O 2.8808 -1.2401 -0.1468

Per-atom Löwdin charges, elementary charge units: H 0.015; H 0.092; C -0.080; C -0.101; H 0.076; H 0.051; H 0.072; H 0.073; C 0.018; C -0.149; N 0.090; H 0.047; H 0.089; C -0.453; H 0.088; H 0.118; H 0.019; O -0.064



The molecule C5H11NO in a non-equilibrium geometry, computed with ωB97M-V with the def2-TZVPD basis set.

Values from the calculation:
2S+1: 1
Molecular weight in Da: 101.149
LUMO level in eV: 1.0
HOMO-LUMO gap in Ha: 0.365
SMILES string: CNCCCC=O
Relative energy (zero: lowest compared OMol25 entry of this formula, charge and spin) in eV: 1.770

Cartesian coordinates (Å):
1 C -0.5727 0.4461 1.2254
2 H -0.6776 -0.5818 1.5668
3 C 0.8260 0.7510 0.7079
4 H 0.7888 1.6711 0.1265
5 N 1.3329 -0.3153 -0.1441
6 H 2.5851 -1.9409 -0.2715
7 H 1.4538 -1.9807 1.1449
8 H -0.8093 1.0889 2.0736
9 C -1.2607 0.5102 -1.1834
10 C 2.0876 -1.3585 0.5065
11 H 1.9251 0.1403 -0.8243
12 H -2.2703 1.5319 0.4562
13 H 1.4916 0.8826 1.5708
14 H -2.4711 -0.2295 0.2716
15 H 2.8572 -0.9816 1.1998
16 H -0.7790 1.3990 -1.6479
17 O -1.3810 -0.4674 -1.8646
18 C -1.7711 0.5918 0.2297

Per-atom Löwdin charges, elementary charge units: C -0.177; H 0.106; C -0.253; H 0.111; N -0.130; H 0.082; H 0.077; H 0.103; C -0.314; C -0.135; H 0.104; H 0.108; H 0.110; H 0.108; H 0.073; H 0.122; O 0.050; C -0.144



A cluster of 3 separate species, C5H11NO in total in a non-equilibrium geometry, computed with ωB97M-V with the def2-TZVPD basis set.

Values from the calculation:
2S+1: 1
Molecular weight in Da: 101.149
LUMO level (alpha / beta) in eV: 0.8 / 0.8
HOMO-LUMO gap (alpha / beta) in Ha: 0.298 / 0.277
Relative energy (zero: lowest compared OMol25 entry of this formula, charge and spin) in eV: 7.002

Cartesian coordinates (Å):
1 H -3.0814 -1.2950 -0.7754
2 H -3.1460 -0.8649 0.9869
3 H -0.8543 1.6323 -0.9695
4 H -0.6369 -0.9117 1.0777
5 H 1.5962 1.9264 1.2026
6 C 2.0726 -1.1616 0.3282
7 N -0.6659 -0.0236 0.5866
8 C 1.4512 0.0027 0.3005
9 H -0.5493 -1.1381 -1.2435
10 H -3.3775 0.4278 -0.2345
11 H 1.5470 -2.1119 0.2580
12 C -2.9166 -0.5300 -0.0198
13 H 3.1136 1.3575 0.4846
14 H 1.7993 1.9318 -0.5508
15 H 3.1578 -1.2405 0.4455
16 C 2.0204 1.3691 0.3624
17 C -0.7408 -0.2099 -0.7113
18 O -0.7896 0.8394 -1.5283

Per-atom Löwdin charges, elementary charge units: H -0.001; H -0.001; H 0.128; H 0.082; H 0.075; C -0.029; N 0.090; C -0.232; H 0.142; H 0.000; H 0.045; C -0.013; H 0.075; H 0.069; H 0.057; C -0.118; C -0.428; O 0.060



The molecule C5H11NO in a non-equilibrium geometry, computed with ωB97M-V with the def2-TZVPD basis set.

Values from the calculation:
2S+1: 1
Molecular weight in Da: 101.149
LUMO level in eV: 0.9
HOMO-LUMO gap in Ha: 0.370
SMILES string: CCCNCC=O
Relative energy (zero: lowest compared OMol25 entry of this formula, charge and spin) in eV: 1.652

Cartesian coordinates (Å):
1 H -0.3599 1.8761 -1.0185
2 C -0.6994 -0.1179 -1.8515
3 H -1.1690 0.5377 0.6753
4 H -0.3035 -1.9964 0.1820
5 H 1.0876 1.5046 1.2871
6 H -0.2840 -1.1326 -1.8417
7 H -0.4740 0.2182 2.3199
8 H -1.6960 -1.7856 1.1608
9 C -0.6444 -1.5025 1.0925
10 H -0.1257 -1.9657 1.9347
11 N 1.2598 0.5516 -0.5876
12 H 1.7141 -0.1962 1.2671
13 C 0.1673 1.0234 -1.4434
14 O -1.8264 0.0397 -2.2321
15 C -0.4091 0.0052 1.2535
16 H 2.1139 1.0985 -0.7024
17 H 0.6754 1.3420 -2.3596
18 C 0.9734 0.4999 0.8640

Per-atom Löwdin charges, elementary charge units: H 0.125; C -0.285; H 0.095; H 0.057; H 0.109; H 0.117; H 0.107; H 0.074; C -0.107; H 0.071; N -0.086; H 0.114; C -0.197; O 0.055; C -0.249; H 0.106; H 0.132; C -0.239